[1]
C26H22CdN4O8P2SSe | ωB97M-V/def2-TZVPD

Computed properties:
Orbital gap: 8.01 eV
Electronic energy: -5475.36992 a.u.
Molecular weight: 803.87 g mol⁻¹

Geometry as ORCA input:
```
! wB97M-V def2-TZVPD RIJCOSX def2/J DEFGRID3
* xyz 0 1
O -3.85643 -0.43807 -2.37830
C 2.86407 -2.75907 -0.16172
H 5.09375 -3.59154 2.22923
Se 7.59814 -3.06405 -1.33347
H 1.53734 6.21014 0.74760
H -2.76693 3.84133 4.46650
C 2.77054 -2.38827 -1.60651
O -2.07612 -1.79701 -3.62883
H 1.61724 3.83501 0.07821
N 1.72472 -2.84734 0.54629
H -3.82916 -4.72205 0.19184
C -1.73714 4.22830 0.26608
N 6.31315 -2.67471 -2.49656
H 2.32081 -1.67960 -5.32955
H -4.98430 4.13106 3.40181
C -1.78414 5.56345 0.64560
C 2.48187 -1.86933 -4.27704
N 1.55971 -2.08143 -2.10079
H -2.74336 6.04391 0.79899
S 0.02863 1.10299 1.10161
H -1.35612 -0.38136 2.22760
H 4.60853 -2.14259 -4.42071
C 5.20000 -2.68161 -1.82165
C -0.60852 6.27916 0.82611
C -3.77291 1.61767 1.47801
H -1.20116 2.13238 3.62047
H -1.97231 -0.05436 0.60368
P -2.55271 -1.37265 -2.30109
C -2.52401 1.45177 2.06749
C -2.17367 2.25461 3.15387
H -4.04798 0.99476 0.63208
H 0.36193 1.92987 -1.01787
C 5.30165 -2.98312 -0.40891
Cd -0.12278 -1.96720 -0.57547
H -1.37267 1.74276 -0.74778
O -1.81119 -2.92728 0.72077
C 0.61580 5.65535 0.61910
C -0.51648 3.59304 0.06283
C 4.09624 -3.03852 0.42088
C -3.05243 3.21719 3.62840
C 1.76760 -3.19570 1.82068
P -2.14936 -3.62546 -0.57951
C 4.13462 -3.38603 1.76915
C -1.58615 0.41006 1.51445
H -5.62985 2.68979 1.49543
N 6.49609 -3.21799 0.05111
H -4.41687 -0.71496 -3.11682
O -0.95283 -3.96388 -1.41260
O 0.79912 -0.07996 0.53752
C -4.29717 3.37937 3.03087
H 2.95280 -3.74541 3.52348
H -0.64465 7.32058 1.12288
C 3.73549 -2.12879 -3.77981
C 0.65895 4.32193 0.23969
C 2.96044 -3.46827 2.47909
H -2.65857 3.67402 0.12762
O -3.14357 -2.64662 -1.43181
O -1.59312 -0.62585 -1.38332
H 0.80939 -3.26476 2.32430
C 3.89516 -2.39614 -2.41995
C -4.65806 2.57352 1.95982
C 1.40376 -1.84523 -3.39842
C -0.44989 2.13476 -0.32153
O -3.05209 -4.91679 -0.35024
H 0.38715 -1.64575 -3.73091
*
```

---

[2]
C39H56NO4PtS2Si4Te | ωB97M-V/def2-TZVPD

Computed properties:
Orbital gap: 6.33 eV
Electronic energy: -4217.17670 a.u.
Molecular weight: 1102.04 g mol⁻¹

Geometry as ORCA input:
```
! wB97M-V def2-TZVPD RIJCOSX def2/J DEFGRID3
* xyz -1 1
H 5.01825 -2.06391 -0.26432
C -4.36774 2.27930 0.45027
C 2.04392 -0.27882 0.48370
Te -0.43577 -2.12310 0.57602
H 3.57850 -1.30499 -3.46619
H -3.44429 -3.66202 -4.37983
C -4.37503 2.87658 3.11336
H 1.26360 5.13883 2.69321
Si -1.91864 -4.17605 -2.50427
C 3.05316 -1.85886 -2.68139
C 1.92423 -6.38885 -1.96047
H 1.91508 -4.45843 -4.33079
H -0.57176 -6.48417 0.15320
H 3.65445 2.91601 1.59320
H 4.35565 0.68097 2.94392
H 0.36185 0.00200 -3.12881
C -2.12842 3.46084 6.71619
H 3.03425 -1.25089 -1.77359
H 2.01830 2.78853 -3.58246
C 5.39344 -1.52957 0.59895
H -6.34142 4.14267 0.76729
Pt 0.28364 0.22923 -0.12778
H -2.61321 1.41865 7.16370
Si 1.30787 -2.28433 -3.22956
C 1.58112 2.77171 1.21087
H -1.78943 -3.22470 -4.81770
H -0.86923 -6.00478 -3.84423
C 2.88105 -4.42873 0.15237
C -2.73184 2.23643 6.46469
S -3.23867 2.13075 1.89312
C 5.01988 0.01348 2.40780
H -4.71955 3.81951 2.68633
H -0.48375 2.68170 0.55577
O -2.03218 -0.57166 -2.07176
H 3.68405 2.43413 -3.09253
H 7.36100 -2.35906 0.46447
H 3.38476 -5.21022 0.72937
H 0.13545 2.35267 -1.83515
H -4.44342 7.32208 -1.37796
C -3.47749 2.05410 5.31039
C -3.28152 -4.16014 -1.21350
H -2.57280 -6.35286 -3.52672
H -5.34082 1.91534 0.78520
H -4.21169 -4.56714 -1.62067
H -2.71952 -2.17595 -3.73442
H -3.00191 -4.74500 -0.33400
C 4.52857 -0.67571 1.29143
H 3.59237 -4.04051 -0.57975
C -2.51902 -3.21277 -4.00519
C -3.36022 5.46956 -1.28288
C 2.63768 2.18826 -2.91268
C 3.23152 2.64536 -0.52103
C -3.35099 4.16549 -0.81598
C 6.33424 -0.15195 2.81379
H -1.53990 3.60216 7.61350
Si 1.34696 -5.11216 -0.69069
H -5.21564 2.19044 3.23494
C -3.01560 4.31253 4.64979
C 0.91054 2.37728 -1.07692
H 0.89904 -6.80106 1.08560
H 8.21059 -1.13360 2.44219
C -2.27306 4.49850 5.80647
H -3.45777 -3.13470 -0.88127
C 6.70675 -1.69097 1.01187
H -6.35646 6.46618 -0.06284
H -1.79660 5.45302 5.99227
C -5.50938 5.82479 -0.27210
H 6.69665 0.38988 3.67906
H 1.07734 -0.32729 -4.72893
C -3.63024 3.09135 4.39495
H -2.51569 3.50690 -1.02045
H 1.09447 -6.80746 -2.53298
H 2.43411 -7.21229 -1.45115
H -3.96064 1.59027 -0.28771
H 4.27624 2.66048 -0.80940
O 2.50252 2.87151 3.68204
Si 0.06870 -3.34600 -1.55575
H -0.02704 -5.32077 1.36855
H 2.61950 -3.60832 0.82399
C 2.89188 2.80476 0.83234
H 0.20724 4.62527 4.05006
O -1.68667 0.91449 -0.59874
C 0.49240 4.43994 3.01522
C 3.17519 -0.48744 0.86957
C -5.49801 4.51805 0.19770
H -0.51857 -0.97378 -4.29125
N -2.48454 0.35439 -1.44715
O -2.16833 3.15805 1.74171
C 0.47953 -0.74732 -3.91374
H -2.52159 5.83797 -1.86023
C 0.31059 -6.01811 0.59836
C 1.43192 -3.53152 -4.64691
C -1.65365 -5.95686 -3.08437
H 2.01733 -3.10917 -5.46938
C 0.55436 2.55999 0.26481
S 1.19820 2.78309 2.96119
C 2.27190 2.41906 -1.47565
C 7.18446 -1.00469 2.12058
H -1.36258 -6.61519 -2.26296
H 2.48483 1.14127 -3.17879
H 3.62804 -2.76405 -2.46943
C -4.43781 6.30345 -1.01077
H 0.44443 -3.78714 -5.03739
H -3.93520 1.09218 5.10884
H -3.10829 5.11237 3.92520
H -0.39051 4.47165 2.37827
C -4.42225 3.67744 -0.06950
H 2.63279 -5.94783 -2.66557
*
```

---

Calculated values (kJ/mol) of energy above the lowest of the compared OMol25 structures with the same formula, charge and spin for the records, taken in order: 0.0 0.0.
Calculated values (eV) of HOMO level for the records, taken in order: -9.065 -4.184.